C53H55GeN3P2Pd as an isolated structure in a non-equilibrium geometry. Source: OMol25; level of theory: ωB97M-V with the def2-TZVPD basis set.

Summary:
LUMO (spin up / spin down) (eV): -4.497 / -7.317
Energy relative to the best compared isomer or geometry (same formula, charge and spin) (kcal/mol): 64.5
⟨S²⟩: 6.0210
Spin multiplicity: 5
Total charge: +2

Last column: Löwdin spin population.
Positions of all 115 atoms, in Å:
Pd  0.76552  0.44499  -0.73958  1.0893
C  -1.90032  -1.07274  2.11016  0.0140
C  -2.04291  0.50653  1.89657  0.0868
P  -0.87385  1.35313  2.97981  0.4960
C  -1.23722  1.39860  4.73661  0.0690
C  -2.28687  2.20815  5.17724  0.0194
C  -2.66982  2.13629  6.49479  0.0046
C  -1.92110  1.39921  7.45304  -0.0005
C  -0.90276  0.57895  7.00696  -0.0002
C  -0.54128  0.55781  5.66120  0.0073
C  -0.25920  2.84899  2.25583  0.0561
C  -0.43373  3.18831  0.92245  0.0752
C  0.38829  4.20347  0.34568  0.0038
C  1.44579  4.70929  1.10198  0.0659
C  1.57288  4.43557  2.48474  -0.0050
C  0.68334  3.53234  2.99085  0.0472
C  -1.16495  -1.79774  0.95763  0.0273
P  0.60661  -1.48454  0.60868  0.1414
C  1.39313  -1.47723  2.23861  0.0524
C  1.95738  -0.31482  2.75251  0.0367
C  2.37617  -0.25360  4.09184  0.0188
C  2.07781  -1.35018  4.95253  -0.0027
C  1.56349  -2.49877  4.39673  0.0107
C  1.25257  -2.58884  3.06503  0.0039
C  1.25166  -3.00284  -0.15760  0.0059
C  2.43212  -3.60885  0.15593  0.0069
C  2.88508  -4.77383  -0.60585  -0.0013
C  2.01524  -5.26720  -1.58495  0.0060
C  0.78059  -4.67771  -1.87186  -0.0009
C  0.45621  -3.50105  -1.20581  0.0055
H  -2.89550  -1.55230  2.13752  0.0002
H  -1.40397  -1.18177  3.07321  0.0035
H  -3.02543  0.86834  2.27075  0.0193
H  -1.88227  0.92817  0.91740  0.0106
H  -2.79937  2.89114  4.54701  0.0009
H  -3.58645  2.67774  6.86908  0.0009
H  -2.26830  1.49532  8.46280  0.0000
H  -0.38715  -0.18923  7.59275  -0.0001
H  0.11323  -0.21687  5.23532  0.0023
H  -1.16575  2.70822  0.31583  0.0166
H  0.31859  4.52950  -0.69763  -0.0010
H  2.04089  5.49933  0.66846  0.0035
H  2.33481  4.95878  3.10431  -0.0012
H  0.74772  3.37669  4.05377  0.0011
H  -1.67927  -1.52108  0.08247  0.0031
H  -1.31450  -2.82067  1.08895  0.0038
H  2.17766  0.52633  2.10531  0.0062
H  2.69054  0.71654  4.41742  0.0004
H  2.20974  -1.35782  6.01829  -0.0003
H  1.32401  -3.34692  5.03454  0.0009
H  0.85224  -3.52732  2.68381  0.0002
H  3.03784  -3.23143  0.95751  0.0003
H  3.83486  -5.20827  -0.37277  -0.0002
H  2.26318  -6.15156  -2.05111  0.0004
H  0.07583  -5.09398  -2.55216  -0.0002
H  -0.54031  -3.08375  -1.37580  0.0004
C  5.66770  -0.60067  1.00328  0.0002
C  5.07363  0.74796  0.80005  0.0009
N  3.96869  0.66660  -0.07155  0.0093
C  3.78512  -0.26086  -1.02781  0.0251
N  2.59070  -0.18206  -1.69707  0.1302
C  2.54641  -1.01946  -2.91610  0.0108
C  3.93232  -1.50308  -3.42210  0.0055
C  4.68907  -2.12250  -2.28588  0.0010
N  4.72626  -1.22933  -1.12718  0.0122
C  6.00259  -1.16216  -0.42663  0.0017
H  4.93500  -1.28742  1.47142  0.0001
H  6.60042  -0.41051  1.59662  0.0000
H  5.80279  1.45235  0.39585  0.0004
H  4.64962  1.15203  1.73785  0.0002
H  3.34768  1.49142  -0.10611  0.0019
H  2.07223  -0.42781  -3.75688  0.0018
H  1.92540  -1.96438  -2.81587  0.0007
H  4.56874  -0.66261  -3.74640  0.0000
H  3.75030  -2.12089  -4.28589  0.0005
H  5.70718  -2.19592  -2.63792  0.0000
H  4.30174  -3.08391  -2.01228  0.0001
H  6.63689  -0.50547  -0.88614  0.0003
H  6.37109  -2.17458  -0.37791  0.0004
C  -0.56269  0.92603  -2.12073  1.0580
Ge  -2.36888  0.78662  -2.77619  0.1298
C  -3.62040  1.10818  -1.32279  0.0152
C  -3.93409  2.39785  -0.94833  0.0034
C  -4.82070  2.61147  0.17111  0.0006
C  -5.29257  1.47441  0.80187  0.0031
C  -4.92125  0.17061  0.49075  0.0030
C  -4.12525  -0.03755  -0.62760  0.0030
C  -2.41820  2.18359  -4.08184  0.0234
C  -3.30752  2.20565  -5.16056  0.0047
C  -3.41952  3.24630  -6.07300  0.0018
C  -2.62231  4.36244  -5.87643  0.0008
C  -1.85491  4.47169  -4.77371  0.0005
C  -1.66242  3.37282  -3.89620  0.0080
C  -2.54788  -1.02264  -3.45155  0.0203
C  -1.55420  -1.91129  -3.78310  0.0079
C  -1.90893  -3.21577  -4.18858  0.0007
C  -3.24123  -3.62301  -4.26626  -0.0005
C  -4.22118  -2.69119  -3.95849  0.0013
C  -3.91349  -1.41718  -3.59760  0.0021
H  0.01799  1.68845  -2.68015  0.0864
H  -3.58818  3.30270  -1.45088  -0.0001
H  -5.04986  3.61961  0.45469  0.0000
H  -6.03669  1.63974  1.54016  0.0001
H  -5.30985  -0.62902  1.06495  0.0001
H  -3.93398  -1.02481  -1.05274  0.0001
H  -3.92157  1.34110  -5.40868  0.0003
H  -4.03197  3.12874  -6.95866  0.0002
H  -2.64397  5.23851  -6.55392  0.0001
H  -1.39251  5.41334  -4.58641  0.0000
H  -1.09812  3.52746  -3.03660  0.0044
H  -0.54220  -1.60778  -3.77668  0.0062
H  -1.14644  -3.89512  -4.54507  0.0001
H  -3.45395  -4.58083  -4.72471  0.0000
H  -5.23861  -2.99560  -4.07608  0.0002
H  -4.70677  -0.68711  -3.43415  0.0001

=====

C53H56BBrNNbO4Te as an isolated structure in a non-equilibrium geometry. Source: OMol25; level of theory: ωB97M-V with the def2-TZVPD basis set.

Summary:
LUMO (spin up / spin down) (eV): -3.584 / -5.672
⟨S²⟩: 0.7551
Spin multiplicity: 2
Total charge: +1

Last column: Löwdin spin population.
Positions of all 118 atoms, in Å:
Nb  -1.39019  -1.73605  1.49431  0.0006
C  -5.62913  4.70556  2.42271  0.0000
C  -4.43426  4.91827  1.46304  0.0000
C  -3.57078  5.83979  2.32119  0.0000
C  -4.87610  5.67789  0.22002  0.0000
C  -3.80549  3.58669  1.17790  0.0000
C  -2.84348  3.08526  2.07640  0.0000
C  -2.33187  1.81518  1.88798  0.0000
Br  -0.88287  1.25767  3.02070  0.0000
C  -2.77150  0.98402  0.82063  0.0000
O  -2.34744  -0.27521  0.69072  0.0001
C  -3.74778  1.49286  -0.14299  0.0000
C  -4.14423  2.79463  0.12259  0.0000
C  -4.32450  0.78535  -1.34468  0.0000
C  -5.88779  0.89943  -1.33702  0.0000
C  -3.87221  -0.69567  -1.43796  0.0000
C  -3.86528  1.46779  -2.65922  0.0000
H  -5.96431  5.67183  2.89197  0.0000
H  -5.35668  3.98683  3.20079  0.0000
H  -6.49812  4.32457  1.88602  0.0000
H  -4.01687  6.88296  2.30373  0.0000
H  -2.55495  6.00257  1.92878  0.0000
H  -3.49817  5.52096  3.35368  0.0000
H  -5.20254  6.71500  0.45709  0.0000
H  -5.73186  5.25690  -0.33639  0.0000
H  -3.97842  5.71203  -0.47923  0.0000
H  -2.56606  3.59736  3.00867  0.0000
H  -4.84188  3.23692  -0.60685  0.0000
H  -6.31972  0.52386  -0.41875  0.0000
H  -6.40501  0.41026  -2.18394  0.0000
H  -6.06767  1.96494  -1.35208  0.0000
H  -4.10410  -1.27417  -0.52696  0.0000
H  -2.84834  -0.76235  -1.59160  0.0000
H  -4.37608  -1.13738  -2.35179  0.0000
H  -4.29470  2.46545  -2.78042  0.0000
H  -4.19501  0.84839  -3.46336  0.0000
H  -2.76644  1.42446  -2.68507  0.0000
C  -1.41453  -3.22657  0.17643  0.0000
C  -0.90033  -4.11835  -0.57441  0.0001
C  -0.30867  -5.09918  -1.34780  0.0000
C  0.94909  -5.66472  -1.03070  0.0001
C  1.48531  -6.53842  -1.94734  0.0000
C  0.90972  -6.72210  -3.21507  0.0001
C  -0.24974  -6.02347  -3.61185  0.0000
C  -0.87958  -5.16799  -2.70124  0.0001
H  1.39126  -5.41071  -0.08056  0.0000
H  2.45352  -7.04012  -1.75341  0.0000
H  1.47480  -7.32785  -3.96647  0.0000
H  -0.54648  -6.01780  -4.70263  0.0000
H  -1.71967  -4.50707  -2.87334  0.0000
C  7.99627  -1.40093  -5.96862  0.0027
C  7.14916  -0.93432  -4.82198  0.0152
C  5.86220  -0.45220  -5.04064  -0.0012
C  4.94538  -0.19107  -4.01210  0.0229
C  3.74890  0.65052  -4.45096  0.0124
C  5.19752  -0.62069  -2.71504  0.0472
Te  3.62845  -0.39437  -1.21599  0.6856
N  0.36918  -1.60390  1.96040  0.0016
C  1.57333  -1.04271  2.11405  0.0009
O  2.28564  -0.40735  1.30927  0.0185
C  2.06411  -1.21482  3.56040  -0.0002
C  1.52156  -2.13218  4.50277  0.0001
C  1.98335  -2.11039  5.77216  0.0000
C  3.19441  -1.46249  6.10385  0.0001
C  3.80181  -0.63638  5.19952  0.0000
C  3.20713  -0.49743  3.94188  0.0000
C  3.21615  1.70273  -1.05235  0.0416
C  1.94140  2.15029  -1.42950  0.0133
C  0.80242  1.20567  -1.85469  0.0213
C  1.62084  3.49921  -1.19686  -0.0018
C  2.54189  4.44961  -0.70002  0.0103
C  2.18147  5.89649  -0.50163  0.0019
C  3.82696  3.99605  -0.41814  -0.0010
C  4.17735  2.62295  -0.48753  0.0212
C  5.47814  2.21876  0.21354  0.0139
C  6.49837  -1.20543  -2.42920  0.0143
C  6.92780  -1.56827  -1.01676  0.0153
C  7.44002  -1.23622  -3.48752  -0.0017
H  8.42002  -2.42176  -5.88085  0.0008
H  8.89275  -0.76665  -6.14550  0.0009
H  7.49791  -1.48309  -6.92531  0.0000
H  5.58514  -0.10316  -6.02882  0.0000
H  3.77109  0.93505  -5.50578  0.0007
H  3.79195  1.57486  -3.86147  0.0014
H  2.84835  0.09620  -4.25696  0.0061
H  0.75993  -2.89293  4.19601  0.0000
H  1.46117  -2.60063  6.61349  0.0000
H  3.65355  -1.70726  7.08624  0.0000
H  4.65442  -0.07593  5.50384  0.0000
H  3.62683  0.17406  3.20408  -0.0001
H  1.14006  0.66993  -2.79575  0.0083
H  -0.04502  1.82567  -2.13816  0.0015
H  0.61321  0.51066  -1.04296  0.0038
H  0.57186  3.75860  -1.46103  0.0002
H  2.01205  6.30051  -1.54046  0.0008
H  2.85124  6.43731  0.08997  0.0000
H  1.15114  5.88759  -0.00697  0.0005
H  4.63730  4.69957  -0.30535  0.0003
H  5.85046  3.08385  0.81689  0.0010
H  6.29090  1.86998  -0.45866  0.0018
H  5.32918  1.38470  0.98159  0.0052
H  7.93601  -1.84161  -0.87120  0.0006
H  6.25266  -2.34155  -0.70299  0.0045
H  6.68733  -0.74118  -0.34518  0.0067
H  8.48154  -1.58034  -3.21912  0.0000
O  -4.01128  -3.28019  2.04174  0.0000
B  -2.94938  -2.69554  2.80968  0.0000
O  -3.19695  -3.15120  4.20129  0.0000
C  -4.52000  -3.71620  4.22438  0.0000
C  -5.19454  -4.22123  5.32430  0.0000
C  -6.36359  -4.95858  4.96906  0.0000
C  -6.78352  -5.06520  3.63354  0.0000
C  -6.11440  -4.50083  2.54886  0.0000
C  -5.02031  -3.78384  2.92027  0.0000
H  -4.79117  -4.15165  6.34592  0.0000
H  -7.05145  -5.33159  5.73120  0.0000
H  -7.70018  -5.62473  3.41285  0.0000
H  -6.54035  -4.56324  1.53680  0.0000